# 1
Formula: C38H51AuN4O2SSbSi3
Source: the OMol25 dataset
Level of theory: ωB97M-V/def2-TZVPD

Each line ends with the Löwdin charge.
Positions of all 101 atoms, in Å:
1 Au 0.833 -1.304 0.313  0.797
2 C 4.826 2.118 -5.258  -0.058
3 C 4.511 1.023 -4.222  -0.247
4 C 4.013 -0.233 -4.599  -0.047
5 C 3.717 -1.202 -3.661  -0.055
6 C 3.936 -0.931 -2.311  -0.278
7 C 4.406 0.313 -1.875  -0.063
8 C 4.665 1.274 -2.836  -0.060
9 S 3.685 -2.281 -1.159  0.670
10 O 4.022 -1.800 0.172  -0.354
11 O 4.384 -3.373 -1.808  -0.348
12 N 1.927 -2.530 -1.145  -0.196
13 C 1.402 -3.776 -1.443  -0.293
14 C 2.113 -4.916 -1.908  -0.055
15 C 1.626 -6.190 -1.654  -0.111
16 C 0.297 -6.371 -1.306  -0.084
17 C -0.518 -5.240 -1.011  -0.172
18 C -1.894 -5.384 -0.719  -0.031
19 C -2.655 -4.250 -0.804  -0.085
20 C -2.100 -3.025 -1.160  -0.173
21 N -0.818 -2.831 -1.420  0.086
22 C -0.009 -3.915 -1.244  -0.204
23 H 5.329 1.664 -6.135  0.076
24 H 5.495 2.880 -4.877  0.061
25 H 3.904 2.604 -5.642  0.083
26 H 3.811 -0.421 -5.631  0.102
27 H 3.462 -2.223 -3.947  0.119
28 H 4.635 0.494 -0.822  0.118
29 H 5.021 2.262 -2.559  0.104
30 H 3.132 -4.765 -2.351  0.092
31 H 2.243 -7.070 -1.850  0.098
32 H -0.166 -7.342 -1.139  0.091
33 H -2.318 -6.355 -0.436  0.115
34 H -3.696 -4.301 -0.572  0.089
35 H -2.723 -2.125 -1.201  0.080
36 C -2.400 0.486 3.571  -0.340
37 Sb -1.605 0.177 1.512  1.364
38 C 0.437 -0.510 2.153  -0.670
39 C 1.408 0.498 2.581  -0.444
40 C 1.063 1.801 3.040  -0.052
41 C 2.068 2.661 3.488  -0.085
42 C 3.381 2.183 3.437  -0.096
43 C 3.622 0.870 2.974  -0.147
44 N 2.676 0.062 2.538  0.088
45 Si 0.469 -2.114 3.175  0.336
46 C 0.606 -1.706 5.001  -0.187
47 C -1.115 -3.019 2.771  -0.225
48 C 1.823 -3.294 2.733  -0.202
49 C -2.184 2.020 -0.030  -0.473
50 C -0.860 2.546 -0.407  -0.468
51 C -0.518 3.893 -0.330  -0.064
52 C 0.738 4.366 -0.710  -0.077
53 C 1.665 3.458 -1.197  -0.071
54 C 1.199 2.135 -1.342  -0.120
55 N 0.043 1.674 -0.853  0.069
56 Si -3.169 1.305 -1.574  0.442
57 C -2.064 0.160 -2.515  -0.200
58 C -3.702 2.653 -2.772  -0.177
59 C -4.701 0.369 -0.958  -0.207
60 Si -3.342 3.209 1.053  0.426
61 C -4.789 2.233 1.709  -0.207
62 C -3.966 4.662 0.039  -0.194
63 C -2.300 3.867 2.456  -0.190
64 H -2.950 -0.400 3.885  -0.015
65 H -3.097 1.334 3.605  -0.039
66 H -1.557 0.645 4.264  -0.011
67 H 0.028 2.124 3.019  0.047
68 H 1.813 3.685 3.788  0.102
69 H 4.202 2.811 3.765  0.080
70 H 4.616 0.453 2.873  0.099
71 H -0.008 -0.803 5.265  0.025
72 H 1.668 -1.509 5.231  0.028
73 H 0.267 -2.565 5.629  0.032
74 H -2.024 -2.508 3.173  0.013
75 H -1.095 -4.047 3.202  0.037
76 H -1.208 -3.136 1.661  0.011
77 H 2.730 -2.749 2.435  0.014
78 H 1.541 -3.936 1.887  0.026
79 H 2.071 -3.918 3.611  0.031
80 H -1.295 4.609 -0.074  0.065
81 H 0.950 5.439 -0.652  0.104
82 H 2.688 3.718 -1.502  0.094
83 H 1.804 1.358 -1.840  0.099
84 H -1.244 0.774 -2.937  0.036
85 H -2.693 -0.247 -3.325  0.040
86 H -1.565 -0.679 -2.016  -0.009
87 H -3.244 3.615 -2.463  0.022
88 H -4.792 2.799 -2.805  0.028
89 H -3.332 2.446 -3.790  0.032
90 H -4.629 -0.157 0.030  0.018
91 H -4.993 -0.366 -1.730  0.027
92 H -5.548 1.116 -0.900  0.029
93 H -5.713 2.361 1.124  0.028
94 H -5.009 2.570 2.756  0.045
95 H -4.610 1.143 1.732  0.008
96 H -4.742 4.277 -0.674  0.032
97 H -3.195 5.190 -0.514  0.014
98 H -4.530 5.350 0.716  0.041
99 H -1.641 3.088 2.838  -0.016
100 H -2.965 4.259 3.275  0.049
101 H -1.681 4.736 2.131  0.038

total charge	-1
relative energy (zero: lowest compared OMol25 entry of this formula, charge and spin)	0.0	kJ/mol
electronic energy	-94988.850	eV
frontier orbital gap	6.41	eV
molecular weight	1030.9	g mol⁻¹

***

# 2
Formula: C9H20CdNO8P2SSbSe4
Source: the OMol25 dataset
Level of theory: ωB97M-V/def2-TZVPD

Each line ends with the natural charge from an NBO analysis.
Positions of all 47 atoms, in Å:
1 Cd 0.440 0.432 1.693  1.550
2 C -4.434 -1.327 2.108  -0.628
3 C -3.341 -0.618 2.889  -0.510
4 O -3.885 -0.222 4.173  -0.766
5 P -2.824 0.951 2.102  2.380
6 O -2.928 0.863 0.544  -1.030
7 O -4.073 1.892 2.445  -0.992
8 O -1.528 1.434 2.643  -1.159
9 P -1.871 -1.728 3.103  2.369
10 O -1.280 -1.101 4.503  -1.023
11 O -2.291 -3.125 3.363  -1.149
12 O -0.943 -1.369 1.976  -1.221
13 H -5.297 -0.671 1.979  0.204
14 H -4.725 -2.226 2.651  0.231
15 H -4.064 -1.615 1.124  0.236
16 H -3.127 -0.214 4.778  0.501
17 H -2.043 0.738 0.079  0.545
18 H -4.371 1.648 3.337  0.511
19 H -1.170 -1.839 5.114  0.501
20 C 5.125 -1.398 -1.656  -0.608
21 C 4.139 -2.342 -0.956  -0.539
22 C 3.011 -2.683 -1.821  0.340
23 N 2.167 -3.042 -2.514  -0.409
24 H 5.981 -1.221 -1.005  0.210
25 H 4.652 -0.434 -1.846  0.271
26 H 5.480 -1.820 -2.598  0.186
27 H 3.831 -1.863 -0.026  0.299
28 H 4.610 -3.292 -0.693  0.220
29 Se 5.141 3.456 1.545  -0.813
30 Sb 3.266 2.324 0.517  1.087
31 Se 2.963 0.054 1.683  -0.979
32 Se 1.005 3.222 1.035  -0.900
33 Se 3.516 2.023 -1.923  -0.908
34 O -0.686 0.372 -0.490  -1.102
35 S 0.513 0.882 -1.319  1.277
36 C -0.068 2.331 -2.247  -0.606
37 C -0.152 1.944 -3.720  -0.417
38 C -0.501 0.457 -3.760  -0.410
39 C 0.469 -0.185 -2.779  -0.613
40 H 0.621 3.141 -2.019  0.288
41 H -1.042 2.549 -1.805  0.233
42 H 0.826 2.099 -4.182  0.219
43 H -0.881 2.564 -4.246  0.203
44 H -0.403 0.031 -4.761  0.206
45 H -1.530 0.299 -3.426  0.202
46 H 1.491 -0.188 -3.160  0.252
47 H 0.211 -1.184 -2.432  0.260

total charge	-2
relative energy (zero: lowest compared OMol25 entry of this formula, charge and spin)	0.0	kJ/mol
electronic energy	-329439.507	eV
frontier orbital gap	6.11	eV
molecular weight	914.3	g mol⁻¹

***

# 3
Formula: C21H62O16
Source: the OMol25 dataset
Level of theory: ωB97M-V/def2-TZVPD

Each line ends with the Löwdin charge.
Positions of all 99 atoms, in Å:
1 C 0.668 -1.447 4.180  -0.047
2 C 0.395 0.039 4.516  -0.261
3 O -0.106 0.714 3.342  -0.113
4 H -0.236 -1.804 3.676  0.066
5 H 0.949 -1.956 5.093  0.075
6 H 1.526 -1.448 3.498  0.074
7 H 1.268 0.523 4.959  0.117
8 H -0.282 0.080 5.316  0.084
9 H 0.311 1.576 3.373  0.040
10 C 1.245 2.662 -4.710  -0.086
11 C 1.489 2.130 -3.321  -0.255
12 O 2.496 2.972 -2.664  -0.109
13 H 0.765 3.621 -4.639  0.066
14 H 0.623 2.137 -5.469  0.093
15 H 2.234 2.750 -5.198  0.088
16 H 1.829 1.123 -3.289  0.106
17 H 0.584 2.273 -2.740  0.102
18 H 2.622 3.727 -3.251  0.082
19 C -4.632 0.042 -1.756  -0.060
20 C -3.292 0.051 -1.041  -0.281
21 O -3.437 -0.351 0.358  -0.118
22 H -4.544 0.513 -2.769  0.095
23 H -5.378 0.516 -1.169  0.062
24 H -4.906 -1.051 -1.915  0.091
25 H -2.928 1.070 -1.146  0.090
26 H -2.630 -0.641 -1.470  0.079
27 H -2.498 -0.473 0.609  0.037
28 C -2.690 3.760 2.879  -0.039
29 C -2.759 2.296 2.507  -0.475
30 C -3.227 1.399 3.653  -0.034
31 O -3.541 2.194 1.300  -0.083
32 H -3.623 4.023 3.339  0.072
33 H -2.701 4.351 1.945  0.074
34 H -1.871 4.086 3.512  0.084
35 H -1.839 1.873 2.174  0.094
36 H -3.156 0.404 3.321  0.053
37 H -4.243 1.641 3.952  0.082
38 H -2.607 1.663 4.547  0.099
39 H -3.722 1.260 1.050  0.055
40 C -2.475 -4.203 -0.266  -0.214
41 C -2.665 -4.409 1.211  -0.273
42 O -1.807 -3.708 2.018  -0.047
43 O -2.566 -2.856 -0.677  -0.096
44 H -3.156 -4.787 -0.857  0.114
45 H -1.476 -4.552 -0.549  0.129
46 H -2.538 -5.419 1.540  0.118
47 H -3.691 -4.093 1.460  0.124
48 H -1.615 -2.849 1.633  0.040
49 H -3.353 -2.360 -0.370  0.092
50 C -1.951 4.708 -1.190  -0.215
51 C -0.543 4.723 -0.536  -0.220
52 O -0.412 4.004 0.665  -0.092
53 O -2.345 3.342 -1.197  -0.110
54 H -1.924 5.016 -2.200  0.095
55 H -2.669 5.430 -0.783  0.118
56 H -0.315 5.725 -0.256  0.107
57 H 0.206 4.427 -1.259  0.103
58 H -0.117 3.084 0.435  0.101
59 H -2.673 3.085 -0.270  0.081
60 C 5.242 -1.875 -0.008  -0.264
61 C 5.282 -2.671 -1.321  -0.247
62 O 4.554 -3.890 -1.194  -0.085
63 O 3.938 -1.475 0.251  -0.077
64 H 5.826 -0.964 -0.150  0.117
65 H 5.592 -2.564 0.789  0.131
66 H 6.323 -2.972 -1.569  0.117
67 H 4.976 -2.015 -2.156  0.124
68 H 3.759 -3.819 -1.778  0.070
69 H 3.585 -2.165 0.829  0.090
70 C 2.488 2.717 2.330  -0.211
71 C 2.789 3.205 0.926  -0.272
72 O 2.104 2.398 0.033  -0.069
73 O 1.192 3.076 2.777  -0.074
74 H 3.267 3.062 3.029  0.128
75 H 2.537 1.653 2.217  0.108
76 H 3.865 3.077 0.793  0.118
77 H 2.667 4.308 0.773  0.140
78 H 2.218 2.811 -0.853  0.056
79 H 0.804 3.700 2.165  0.054
80 C 1.084 -4.088 -3.684  -0.275
81 C 1.761 -5.412 -3.733  -0.237
82 O 2.089 -5.996 -2.453  -0.049
83 O 1.917 -3.102 -3.122  -0.075
84 H 0.153 -4.257 -3.200  0.101
85 H 0.760 -3.785 -4.707  0.130
86 H 2.643 -5.296 -4.347  0.117
87 H 1.116 -6.128 -4.231  0.116
88 H 3.026 -5.946 -2.331  0.056
89 H 1.291 -2.471 -2.685  0.058
90 C 0.714 -1.725 -0.264  -0.184
91 C 0.085 -0.517 0.482  -0.139
92 O -1.026 -0.977 1.300  -0.121
93 O 0.086 -2.037 -1.491  -0.080
94 H 0.752 -2.576 0.358  0.114
95 H 1.744 -1.452 -0.575  0.115
96 H -0.219 0.247 -0.271  0.130
97 H 0.751 0.085 1.077  0.094
98 H -0.967 -0.545 2.178  0.066
99 H -0.836 -2.224 -1.288  0.053

electronic energy	-55539.004	eV
SMILES string	CC(C)O.OCCO.OCCO.OCCO.OCCO.OCCO.OCCO.CCO.CCO.CCO
frontier orbital gap	10.12	eV
molecular weight	570.7	g mol⁻¹

***

# 4
Formula: C8H7N3O2
Source: the OMol25 dataset
Level of theory: ωB97M-V/def2-TZVPD

Each line ends with the natural charge from an NBO analysis.
Positions of all 20 atoms, in Å:
1 C 2.893 0.319 0.065  -0.212
2 C 2.588 1.733 0.081  -0.206
3 C 1.866 -0.588 0.012  -0.183
4 C 1.308 2.174 -0.034  -0.186
5 C 0.525 -0.156 0.033  -0.185
6 C 0.214 1.242 0.007  0.110
7 C -3.156 0.028 0.065  0.892
8 C -0.715 -0.725 0.095  0.309
9 N -1.152 1.415 -0.014  -0.218
10 N -1.696 0.222 -0.003  -0.223
11 N -1.115 -2.279 -0.105  -0.873
12 O -3.668 -1.238 0.106  -0.663
13 O -3.909 0.947 0.159  -0.514
14 H 3.987 0.200 0.017  0.227
15 H 3.380 2.351 0.036  0.208
16 H 1.943 -1.704 -0.139  0.210
17 H 1.020 3.273 -0.215  0.233
18 H -2.921 -1.807 -0.154  0.507
19 H -0.913 -2.745 0.784  0.383
20 H -0.478 -2.660 -0.796  0.384

relative energy (zero: lowest compared OMol25 entry of this formula, charge and spin)	0.0	kJ/mol
electronic energy	-16973.352	eV
SMILES string	Nc1c2ccccc2nn1C(=O)O
frontier orbital gap	8.38	eV
molecular weight	177.2	g mol⁻¹